Here is an isolated molecule of C6H12O from the OMol25 dataset. Energies are from ωB97M-V/def2-TZVPD.

Geometry (Å):
1 C -0.9133 1.6847 -0.5360
2 C -0.5108 0.2820 -0.9945
3 O -1.5780 -0.6676 -0.7832
4 C -1.2349 -1.6173 0.2959
5 C -0.0001 -1.0323 0.9563
6 C 0.6780 -0.3275 -0.2007
7 C 1.8490 0.5399 0.2676
8 H -1.1765 1.6429 0.5245
9 H -0.0702 2.3759 -0.6623
10 H -1.7704 2.1176 -1.0688
11 H -0.2246 0.3110 -2.0625
12 H -2.0526 -1.7920 1.0243
13 H -1.0278 -2.5810 -0.1842
14 H -0.2562 -0.3587 1.7886
15 H 0.7559 -1.7406 1.2898
16 H 1.0597 -1.1394 -0.8388
17 H 2.7697 -0.0393 0.4356
18 H 2.0814 1.3064 -0.4719
19 H 1.6216 1.0354 1.2205

Values from the calculation:
Relative energy (zero: lowest compared OMol25 entry of this formula, charge and spin) (kJ/mol): 64.2
HOMO energy (eV): -9.5493
SMILES string: C[C@@H]1OCC[C@@H]1C
Orbital gap (eV): 10.65
Lowest unoccupied orbital energy (eV): 1.1

Here is a structure of composition C17H33Cl4CuN4O5Pd at a distorted geometry from the OMol25 dataset. Energies are from ωB97M-V/def2-TZVPD.

Geometry (Å):
1 C -18.9660 13.6588 30.9684
2 C -18.4061 12.6038 29.9730
3 N -17.1600 13.0251 29.2790
4 C -15.9644 13.3693 29.8137
5 C -14.9679 13.4885 28.8078
6 N -15.6944 13.3374 27.6252
7 C -16.9581 13.0199 27.9336
8 C -15.1745 13.4303 26.3100
9 H -19.6885 13.2920 31.6974
10 H -19.2749 14.6019 30.5176
11 H -18.0538 13.9370 31.4963
12 H -19.1320 12.3325 29.2065
13 H -18.2989 11.6109 30.4096
14 H -15.8638 13.3313 30.8884
15 H -13.9253 13.7494 28.7014
16 H -17.6952 12.5882 27.2727
17 H -15.9462 13.1035 25.6130
18 H -14.2279 12.8929 26.2534
19 H -14.9425 14.4757 26.1065
20 Cu -8.5281 17.2460 24.7509
21 Pd -12.6055 17.4796 18.9444
22 C -10.5234 15.2657 21.6479
23 O -9.8893 14.7862 22.5515
24 O -10.7215 16.4258 21.7535
25 O -10.9550 14.7630 20.5724
26 Cl -10.4031 7.6976 21.3723
27 C -10.3865 9.3180 20.5673
28 C -10.3399 9.2305 19.0245
29 Cl -11.8866 8.6809 18.4431
30 H -9.4559 9.7968 20.8720
31 H -11.2316 9.9201 20.9009
32 H -9.6187 8.5219 18.6171
33 H -10.1312 10.2299 18.6427
34 Cl -10.3223 9.2373 27.4579
35 C -9.0831 10.3849 27.9207
36 C -8.2791 10.9879 26.7211
37 Cl -7.2186 9.8644 25.9404
38 H -8.3680 9.8913 28.5788
39 H -9.6201 11.1413 28.4932
40 H -7.6103 11.7329 27.1520
41 H -8.9511 11.3117 25.9263
42 C -13.0182 23.1952 19.4641
43 O -12.9323 22.0300 19.7944
44 N -14.0688 24.0365 19.5651
45 C -13.9640 25.4159 19.1553
46 C -15.3444 23.6916 20.1424
47 H -12.1908 23.7732 19.0241
48 H -12.9263 25.6497 18.9171
49 H -14.2483 26.1349 19.9236
50 H -14.4686 25.7171 18.2373
51 H -15.7379 22.6915 19.9602
52 H -15.2240 23.8169 21.2184
53 H -16.1527 24.3733 19.8777
54 C -13.5932 20.0006 25.7553
55 O -12.4662 19.5091 25.9636
56 N -14.5060 20.3350 26.6916
57 C -15.8134 20.7623 26.2180
58 C -14.3592 20.1112 28.1410
59 H -13.9981 20.0943 24.7358
60 H -16.4109 21.2573 26.9836
61 H -16.4499 19.9239 25.9352
62 H -15.8073 21.4892 25.4058
63 H -14.6731 20.9553 28.7550
64 H -14.9945 19.2788 28.4435
65 H -13.3591 19.7760 28.4157

Values from the calculation:
<S²>: 3.801
Relative energy (zero: lowest compared OMol25 entry of this formula, charge and spin) (kJ/mol): 587.6
HOMO energy (spin up / spin down) (eV): -13.8571 / -13.8571
Orbital gap (spin up / spin down) (eV): 4.74 / 1.39
Lowest unoccupied orbital energy (spin up / spin down) (eV): -9.1 / -12.5
Total charge: +3
2S+1: 4